No. 1
{
  "formula": "C4H12O",
  "method": "wB97M-V/def2-TZVPD",
  "max_force_ha_per_bohr": 0.0719,
  "de_lowest_ev": 1.382,
  "smiles": "CCO.CC",
  "species": ["C", "C", "O", "H", "H", "H", "H", "H", "H", "C", "C", "H", "H", "H", "H", "H", "H"],
  "xyz": [[-0.4858, 1.5182, -0.9147], [-1.6498, 0.7329, -0.4272], [-1.4473, 0.0119, 0.8559], [0.0443, 0.9563, -1.6451], [0.2216, 1.9893, -0.1430], [-0.8535, 2.4306, -1.4012], [-2.4601, 1.4673, -0.1467], [-2.0148, -0.0949, -1.0015], [-0.8379, -0.7281, 0.7420], [1.7528, -0.7037, 0.9201], [1.5775, -1.4530, -0.3837], [1.1228, -0.9232, 1.8363], [2.6983, -1.0385, 1.4191], [1.7691, 0.4106, 0.9616], [0.7721, -0.9491, -0.9696], [1.3757, -2.5002, -0.2690], [2.3434, -1.1718, -1.0884]]
}

No. 2
{
  "formula": "C31H44BrN3P2Ru",
  "method": "wB97M-V/def2-TZVPD",
  "max_force_ha_per_bohr": 0.0598,
  "de_lowest_ev": 0.596,
  "total_charge": 4,
  "multiplicity": 5,
  "species": ["N", "C", "C", "C", "C", "C", "C", "Ru", "P", "C", "C", "C", "C", "C", "C", "C", "Br", "H", "H", "H", "H", "H", "H", "H", "H", "H", "H", "P", "C", "C", "H", "H", "H", "H", "H", "C", "C", "H", "H", "H", "H", "H", "C", "C", "H", "H", "H", "H", "H", "C", "C", "H", "H", "H", "H", "H", "C", "C", "H", "H", "H", "H", "H", "C", "C", "H", "H", "H", "H", "H", "N", "C", "C", "C", "C", "C", "N", "C", "H", "H", "H", "H"],
  "xyz": [[-5.3407, -0.9481, 3.2640], [-4.3652, -0.2313, 3.8489], [-3.4472, 0.5232, 3.1155], [-3.5283, 0.5231, 1.7082], [-4.6098, -0.1600, 1.1003], [-5.4637, -0.9174, 1.9272], [-2.5570, 1.1951, 0.8645], [0.0789, 0.5459, -0.8189], [2.2577, 0.4940, -1.4844], [-2.4406, 1.0545, -0.5062], [-1.7795, 2.0163, -1.3602], [-1.9349, 1.9307, -2.8027], [-0.9569, 2.5400, -3.5990], [0.0382, 3.2695, -2.9360], [-0.0926, 3.7345, -1.6199], [-1.0669, 3.1301, -0.8087], [1.4660, 3.9877, -4.1736], [-1.7289, 1.6912, 1.3903], [-2.9720, 0.2985, -1.0956], [-2.7284, 1.1828, 3.6246], [-4.8552, -0.0356, 0.0472], [-4.3181, -0.2490, 4.9507], [-6.2816, -1.5005, 1.4908], [-2.7544, 1.3671, -3.2430], [-1.3785, 3.5075, 0.1938], [-0.8940, 2.4381, -4.6808], [0.5846, 4.5261, -1.2903], [-0.2643, -1.7140, -0.6478], [2.7944, 2.1073, -0.7621], [3.5651, 3.0238, -1.6863], [3.4121, 1.9069, 0.1307], [1.8635, 2.5859, -0.3969], [3.7192, 3.9798, -1.1772], [4.5336, 2.5909, -1.9683], [2.9625, 3.2346, -2.5905], [1.8919, 0.4938, -3.2772], [3.0441, 0.5792, -4.2659], [1.2172, 1.3525, -3.4286], [1.2758, -0.4076, -3.4591], [2.6232, 0.8597, -5.2371], [3.7650, 1.3496, -3.9857], [3.5439, -0.3859, -4.3866], [3.6607, -0.6926, -1.3629], [5.0520, -0.1040, -1.6357], [3.4196, -1.4743, -2.1046], [3.6192, -1.1737, -0.3741], [5.7936, -0.9123, -1.5652], [5.1106, 0.3171, -2.6488], [5.3347, 0.6609, -0.8978], [0.5945, -3.0021, 0.3986], [2.0761, -3.2619, 0.1488], [0.0424, -3.9493, 0.2907], [0.4579, -2.6967, 1.4555], [2.3429, -4.2843, 0.4481], [2.3563, -3.1618, -0.9015], [2.7127, -2.6106, 0.7587], [0.0406, -2.2138, -2.3890], [-1.0147, -1.6717, -3.3505], [0.1136, -3.3066, -2.4547], [1.0385, -1.8245, -2.6484], [-0.7014, -1.8154, -4.3899], [-1.9680, -2.1944, -3.2248], [-1.1986, -0.5984, -3.2013], [-2.0189, -2.2146, -0.2694], [-2.3493, -2.8545, 1.0857], [-2.3656, -2.8656, -1.0864], [-2.6244, -1.3010, -0.3514], [-3.3888, -3.1993, 1.0885], [-1.7268, -3.7156, 1.3303], [-2.2827, -2.1417, 1.9128], [5.0944, -0.1917, 3.4097], [3.9427, -0.2177, 3.2042], [2.5220, -0.2818, 2.9504], [1.6049, -0.7337, 3.8905], [0.2918, -0.8380, 3.4897], [-0.0714, -0.4556, 2.1948], [0.7891, 0.0285, 1.2761], [2.0675, 0.1038, 1.6828], [1.9478, -1.0292, 4.8929], [-0.4852, -1.2004, 4.1753], [-1.1156, -0.5230, 1.8850], [2.7780, 0.4810, 0.9736]]
}

No. 3
{
  "formula": "CH4NOS",
  "method": "wB97M-V/def2-TZVPD",
  "max_force_ha_per_bohr": 0.0215,
  "de_lowest_ev": 0.116,
  "total_charge": -1,
  "species": ["S", "H", "C", "N", "O", "H", "H", "H"],
  "xyz": [[1.7024, -1.9246, 1.0165], [2.5989, -0.9586, 1.1844], [-1.3130, 0.7299, -0.4461], [-0.0885, 0.2134, -0.3555], [-1.5877, 1.8542, -0.8624], [-2.0932, 0.0496, -0.1015], [0.7275, 0.7950, -0.4148], [0.0537, -0.7588, -0.0206]]
}

No. 4
{
  "formula": "C2H10N2O",
  "method": "wB97M-V/def2-TZVPD",
  "max_force_ha_per_bohr": 0.0831,
  "de_lowest_ev": 0.942,
  "smiles": "NCCN.O",
  "species": ["N", "C", "C", "N", "H", "H", "H", "H", "H", "H", "H", "H", "O", "H", "H"],
  "xyz": [[2.2379, 0.8601, -0.4879], [1.0398, 0.2093, 0.2274], [-0.2110, 0.8622, -0.3640], [-1.2537, -0.0329, -0.8727], [2.1891, 1.8443, -0.3349], [3.0872, 0.6218, 0.1803], [1.0750, -0.8628, -0.0179], [1.0148, 0.2713, 1.3565], [-0.0223, 1.4825, -1.2317], [-0.6907, 1.5893, 0.2994], [-0.6918, -0.6823, -1.4879], [-1.9389, 0.4432, -1.3791], [-1.7003, -2.5525, 1.3320], [-1.7612, -1.7069, 0.7668], [-2.3740, -2.3465, 2.0138]]
}

No. 5
{
  "formula": "C4H12",
  "method": "wB97M-V/def2-TZVPD",
  "max_force_ha_per_bohr": 0.0541,
  "de_lowest_ev": 0.605,
  "smiles": "CC.CC",
  "species": ["C", "C", "H", "H", "H", "H", "H", "H", "C", "C", "H", "H", "H", "H", "H", "H"],
  "xyz": [[-0.1334, -2.3000, 0.5175], [-1.0578, -1.1856, 1.0268], [0.9146, -2.0345, 0.7843], [-0.2785, -3.2443, 1.0644], [-0.2074, -2.4731, -0.5697], [-1.8127, -1.1197, 0.2467], [-0.5894, -0.2438, 1.1836], [-1.4419, -1.4865, 2.0185], [0.0702, 1.8065, -1.3347], [1.1155, 1.6589, -0.2082], [-0.5106, 2.7480, -1.2315], [0.6019, 2.0483, -2.2626], [-0.5174, 0.9231, -1.3327], [1.8782, 0.9220, -0.4245], [0.4306, 1.4254, 0.6746], [1.5168, 2.6587, -0.0381]]
}

No. 6
{
  "formula": "C19H56N15O11Si",
  "method": "wB97M-V/def2-TZVPD",
  "max_force_ha_per_bohr": 0.0545,
  "total_charge": 1,
  "e_tot_ha": -2696.02185,
  "species": ["C", "C", "C", "C", "O", "C", "C", "C", "O", "O", "N", "C", "C", "O", "Si", "C", "C", "C", "H", "H", "H", "H", "H", "H", "H", "H", "H", "H", "H", "H", "H", "H", "H", "H", "H", "H", "H", "H", "H", "H", "H", "H", "H", "H", "H", "H", "C", "O", "N", "N", "H", "H", "H", "H", "C", "O", "N", "N", "H", "H", "H", "H", "C", "O", "N", "N", "H", "H", "H", "H", "C", "O", "N", "N", "H", "H", "H", "H", "C", "O", "N", "N", "H", "H", "H", "H", "C", "O", "N", "N", "H", "H", "H", "H", "C", "O", "N", "N", "H", "H", "H", "H"],
  "xyz": [[-4.3134, 2.6376, -4.9022], [-3.1958, 1.7147, -4.2745], [-3.2389, 1.6777, -2.7155], [-4.6666, 1.3578, -2.1182], [-4.6442, 1.9154, -0.7870], [-3.7738, 1.0689, -0.0470], [-2.2959, 1.0092, -0.5968], [-1.5684, 2.3442, -0.1241], [-0.6480, 2.0892, 0.9259], [-1.3725, 1.7257, 2.0725], [-2.2039, 0.8076, -2.0742], [-2.2316, -0.6233, -2.4836], [-0.9622, -1.4145, -1.9715], [-1.1948, -2.1592, -0.7883], [-2.0044, -3.6586, -1.0334], [-1.5133, -4.6178, -2.5931], [-1.5331, -4.7568, 0.4734], [-3.9038, -3.3804, -0.8694], [-5.2009, 1.9911, -5.0907], [-3.9883, 3.1362, -5.8325], [-4.6569, 3.3954, -4.1586], [-3.2754, 0.7287, -4.7704], [-2.2213, 2.1925, -4.5504], [-3.0354, 2.7241, -2.3804], [-4.8809, 0.2687, -2.0656], [-5.4724, 1.8711, -2.6714], [-3.6971, 1.4881, 0.9828], [-4.1506, 0.0255, 0.0839], [-1.7896, 0.2005, -0.0156], [-0.9738, 2.7487, -0.9803], [-2.3176, 3.1323, 0.1183], [-1.3320, 0.7560, 2.1662], [-1.2895, 1.1786, -2.3693], [-3.1881, -1.0541, -2.1279], [-2.2286, -0.7616, -3.5891], [-0.2255, -0.6119, -1.6905], [-0.4760, -1.9748, -2.7954], [-0.8654, -5.4759, -2.3210], [-1.0092, -4.0340, -3.3928], [-2.4311, -5.0509, -3.0664], [-1.3582, -5.8139, 0.1779], [-2.3748, -4.7258, 1.2007], [-0.6494, -4.3400, 1.0118], [-4.3459, -4.1322, -0.1777], [-4.4058, -3.3622, -1.8608], [-4.0480, -2.3907, -0.3630], [-1.5468, -0.1690, 5.6127], [-2.7408, -0.0174, 5.3837], [-1.0752, -1.0252, 6.5511], [-0.5830, 0.5183, 4.9316], [-0.0929, -1.1551, 6.7445], [-1.7513, -1.5508, 7.0736], [-0.8948, 1.1639, 4.2298], [0.4011, 0.4120, 5.0969], [2.7524, -0.9827, 7.5006], [1.8213, -1.6975, 7.1369], [2.5728, 0.3019, 7.9029], [4.0385, -1.4242, 7.5281], [3.3166, 0.9034, 8.2020], [1.6342, 0.6621, 7.8952], [4.2052, -2.3703, 7.2376], [4.8145, -0.8617, 7.8204], [0.9782, 3.5077, 9.5481], [1.5277, 3.2962, 8.4734], [-0.1381, 4.2764, 9.6564], [1.4387, 2.9919, 10.7214], [-0.6046, 4.4638, 10.5232], [-0.5050, 4.6730, 8.8109], [2.2612, 2.4201, 10.6797], [1.0043, 3.1530, 11.6101], [3.4106, 0.8920, 1.0507], [3.9670, 1.5120, 0.1541], [2.1038, 1.0958, 1.3727], [4.0513, -0.0486, 1.7958], [1.6254, 0.6015, 2.1016], [1.6027, 1.7844, 0.8432], [5.0168, -0.2219, 1.5836], [3.6156, -0.5673, 2.5345], [1.6832, -1.2087, -5.2679], [0.4993, -1.2347, -4.9264], [2.0889, -0.7019, -6.4561], [2.6832, -1.6881, -4.4819], [3.0460, -0.6732, -6.7535], [1.3792, -0.3386, -7.0662], [2.4249, -2.0732, -3.5924], [3.6511, -1.6769, -4.7431], [0.7587, -3.4417, -8.9908], [1.8944, -3.0049, -9.0989], [0.0987, -4.0271, -10.0278], [0.0595, -3.3774, -7.8226], [-0.8320, -4.3920, -9.9623], [0.5856, -4.0904, -10.9031], [0.5189, -2.9513, -7.0364], [-0.8724, -3.7271, -7.7095], [6.8655, 4.5013, -1.0623], [7.3581, 5.6087, -0.9079], [5.6840, 4.1369, -0.4942], [7.4607, 3.5348, -1.8191], [5.2613, 3.2308, -0.6066], [5.2185, 4.8224, 0.0702], [8.3343, 3.7673, -2.2538], [7.0754, 2.6206, -1.9586]]
}

No. 7
{
  "formula": "CH2N4O",
  "method": "wB97M-V/def2-TZVPD",
  "max_force_ha_per_bohr": 0.0174,
  "de_lowest_ev": 4.685,
  "smiles": "[H]/N=N/N=C=NO",
  "species": ["H", "N", "N", "N", "C", "N", "O", "H"],
  "xyz": [[2.6915, -1.4487, 0.6104], [1.8485, -1.0361, 0.2060], [1.6097, -0.0208, 0.8770], [0.5656, 0.6644, 0.2938], [-0.4315, 0.1408, -0.1804], [-1.4832, -0.2187, -0.7293], [-2.4341, 0.7493, -0.2280], [-2.7223, 0.4163, 0.6310]]
}